No. 1
Formula: C12H16As2F12NO4PS2W
Source: OMol25
Level of theory: ωB97M-V/def2-TZVPD

Its spin multiplicity is 4. As for the frontier orbital gap (spin up / spin down): 8.49 / 5.66 eV. As for the energy above the lowest of the compared OMol25 structures with the same formula, charge and spin: 0.00 kcal/mol. The largest force on an atom is 0.2 eV/Å. The calculation puts the total energy at -209426.54619 eV. As for the LUMO energy (spin up / spin down): -0.3948 / -0.5255 hartree. The value obtained for the HOMO energy (spin up / spin down) is -0.7068 / -0.7333 hartree. Its expectation value of S² is 3.79. The net charge is +3.

Last column: Löwdin charge in e.
CARTESIAN COORDINATES (ANGSTROEM)
W  0.38  0.10  -0.35  1.428
C  0.77  -0.71  3.30  -0.202
As  -0.43  0.28  2.16  1.149
C  -0.79  1.93  3.07  -0.203
C  -2.12  -0.72  2.20  -0.337
C  -3.10  -0.41  3.10  0.011
C  -4.31  -1.18  3.12  0.139
C  -4.52  -2.25  2.22  0.048
C  -3.55  -2.55  1.31  -0.004
C  -2.35  -1.78  1.28  -0.261
As  -1.00  -2.14  -0.11  1.155
C  -2.01  -2.64  -1.67  -0.201
C  -0.04  -3.70  0.50  -0.190
H  0.33  -0.78  4.29  0.066
H  1.71  -0.16  3.35  0.059
H  0.95  -1.70  2.90  0.033
H  -1.05  1.69  4.10  0.064
H  -1.60  2.48  2.58  0.049
H  0.11  2.53  3.06  0.047
H  -3.00  0.40  3.81  0.130
H  -5.07  -0.94  3.86  0.157
H  -5.45  -2.82  2.26  0.153
H  -3.69  -3.36  0.61  0.130
H  -2.51  -3.59  -1.50  0.061
H  -1.31  -2.76  -2.49  0.057
H  -2.73  -1.86  -1.91  0.057
H  -0.73  -4.44  0.89  0.064
H  0.70  -3.42  1.24  0.036
H  0.47  -4.11  -0.38  0.067
F  2.08  -1.61  -3.39  0.213
C  1.79  -0.35  -3.32  -0.631
F  0.57  -0.25  -2.57  -0.065
F  1.56  0.19  -4.46  0.269
S  3.20  0.59  -2.38  1.047
O  1.69  -0.82  0.13  -0.431
O  3.97  1.27  -3.38  -0.236
N  2.29  1.43  -1.38  -0.421
S  2.99  2.93  -0.87  0.677
O  2.20  3.95  -1.44  -0.169
O  4.39  2.80  -0.97  -0.193
C  2.60  2.83  0.94  -0.678
F  2.96  1.63  1.41  0.126
F  1.27  2.94  1.12  0.086
F  3.21  3.78  1.57  0.237
F  -1.68  0.38  -0.89  -0.444
P  -1.92  2.26  -1.31  0.329
F  -1.56  1.79  -2.74  -0.047
F  -2.01  2.35  0.27  -0.116
F  -3.43  2.00  -1.46  -0.007
F  -0.15  2.06  -0.99  -0.339
F  -1.78  3.76  -1.54  0.029


No. 2
Formula: C12H16BBaF4O12
Source: OMol25
Level of theory: ωB97M-V/def2-TZVPD

As for the frontier orbital gap: 6.95 eV. As for the energy above the lowest of the compared OMol25 structures with the same formula, charge and spin: 133.89 kcal/mol. The largest force on an atom is 9.6 eV/Å. The calculation puts the total energy at -49503.61393 eV. As for the LUMO energy: -0.2040 hartree. The value obtained for the HOMO energy is -0.4593 hartree. The net charge is +1.

Last column: Löwdin charge in e.
CARTESIAN COORDINATES (ANGSTROEM)
Ba  -1.87  -3.61  -0.67  1.951
B  -1.24  -0.91  -0.29  -0.582
H  -0.41  -1.60  -0.29  -0.113
H  -1.57  -0.76  -1.30  -0.036
H  -2.02  -1.36  0.30  -0.122
H  -1.00  0.00  0.24  -0.037
C  1.61  -0.27  1.41  -0.081
C  1.70  0.46  0.10  -0.296
O  3.06  0.73  -0.01  0.203
C  3.67  0.54  1.04  -0.588
O  4.91  0.75  1.17  0.105
O  2.83  0.09  1.99  0.109
F  1.04  1.60  0.40  0.092
H  1.61  -1.34  1.24  0.132
H  0.79  0.14  2.00  0.130
H  1.29  -0.08  -0.75  0.158
C  -2.58  2.10  -1.02  -0.087
C  -2.11  1.72  -2.42  -0.276
O  -1.34  2.84  -2.88  0.150
C  -1.62  3.88  -2.10  -0.491
O  -1.31  5.05  -2.31  0.146
O  -2.50  3.48  -1.13  0.079
F  -3.18  1.64  -3.25  0.060
H  -1.88  1.71  -0.28  0.096
H  -3.54  1.65  -0.77  0.150
H  -1.54  0.80  -2.55  0.136
C  3.72  -3.73  -2.58  -0.033
C  3.48  -3.17  -1.27  -0.338
O  2.13  -3.03  -1.17  0.159
C  1.57  -3.18  -2.35  -0.570
O  0.39  -2.94  -2.54  0.030
O  2.49  -3.47  -3.22  0.167
F  4.06  -1.93  -1.24  0.094
H  4.16  -4.73  -2.64  0.163
H  4.45  -3.05  -3.02  0.165
H  3.92  -3.76  -0.47  0.187
C  -1.93  0.64  2.69  -0.076
C  -2.74  0.85  3.98  -0.261
O  -3.02  2.24  3.96  0.140
C  -2.27  2.88  3.06  -0.464
O  -2.35  4.08  2.70  0.141
O  -1.38  1.96  2.55  0.043
F  -1.90  0.49  5.00  0.062
H  -2.65  0.44  1.89  0.115
H  -1.22  -0.19  2.67  0.124
H  -3.70  0.34  4.10  0.168


No. 3
Formula: C12H16BCl2CrF4O20
Source: OMol25
Level of theory: ωB97M-V/def2-TZVPD

Its spin multiplicity is 4. As for the frontier orbital gap (spin up / spin down): 6.39 / 8.15 eV. As for the energy above the lowest of the compared OMol25 structures with the same formula, charge and spin: 22.64 kcal/mol. The largest force on an atom is 3.8 eV/Å. The calculation puts the total energy at -118656.28818 eV. As for the LUMO energy (spin up / spin down): -0.0990 / -0.0344 hartree. The value obtained for the HOMO energy (spin up / spin down) is -0.3340 / -0.3339 hartree. Its expectation value of S² is 3.78. The net charge is 0.

Last column: Löwdin charge in e.
CARTESIAN COORDINATES (ANGSTROEM)
Cr  -0.06  0.19  -1.20  1.291
Cl  1.32  3.33  -2.33  0.698
O  0.97  2.03  -1.73  -0.432
O  2.73  3.29  -2.58  -0.319
O  0.61  3.45  -3.56  -0.293
O  0.94  4.35  -1.40  -0.299
Cl  -2.94  2.00  -1.93  0.722
O  -3.95  1.23  -1.26  -0.314
O  -2.56  3.13  -1.13  -0.285
O  -1.76  1.14  -2.12  -0.381
O  -3.39  2.41  -3.22  -0.258
B  -0.15  -1.34  -3.40  -1.196
F  -0.31  -1.64  -1.98  0.046
F  0.74  -2.17  -3.98  0.212
F  -1.38  -1.30  -3.97  0.217
F  0.37  -0.02  -3.21  0.095
C  -4.78  -2.39  -0.18  -0.099
C  -4.90  -1.34  0.93  -0.084
O  -3.52  -1.09  1.22  0.071
C  -2.82  -1.36  0.11  -0.530
O  -1.74  -0.88  -0.12  0.087
O  -3.51  -2.10  -0.75  0.117
H  -5.57  -2.30  -0.93  0.139
H  -4.84  -3.40  0.23  0.131
H  -5.47  -1.79  1.74  0.131
H  -5.31  -0.42  0.52  0.133
C  2.23  -1.92  3.57  -0.086
C  3.34  -1.89  2.52  -0.103
O  2.80  -1.05  1.52  0.098
C  1.46  -1.11  1.61  -0.507
O  0.69  -0.78  0.77  0.120
O  1.06  -1.60  2.79  0.095
H  2.35  -1.26  4.42  0.133
H  2.07  -2.93  3.95  0.134
H  3.68  -2.86  2.17  0.138
H  4.21  -1.45  3.02  0.135
C  -2.95  1.99  2.97  -0.069
C  -1.55  2.25  3.60  -0.076
O  -0.65  1.98  2.51  0.099
C  -1.34  1.77  1.38  -0.525
O  -0.84  1.54  0.32  0.064
O  -2.64  1.82  1.59  0.087
H  -3.59  2.87  3.06  0.136
H  -3.39  1.07  3.34  0.129
H  -1.36  1.45  4.32  0.126
H  -1.49  3.22  4.07  0.130
C  5.40  0.15  -1.80  -0.053
C  5.31  -1.40  -1.90  -0.083
O  3.92  -1.67  -1.71  0.097
C  3.27  -0.53  -1.49  -0.534
O  2.08  -0.48  -1.31  0.093
O  4.09  0.50  -1.31  0.101
H  5.56  0.57  -2.78  0.138
H  6.07  0.47  -1.01  0.132
H  5.89  -1.89  -1.11  0.125
H  5.62  -1.82  -2.85  0.131


No. 4
Formula: C12H16BCrF8N2O20S4
Source: OMol25
Level of theory: ωB97M-V/def2-TZVPD

Its spin multiplicity is 4. As for the frontier orbital gap (spin up / spin down): 7.14 / 8.79 eV. As for the energy above the lowest of the compared OMol25 structures with the same formula, charge and spin: 0.00 kcal/mol. The largest force on an atom is 7.0 eV/Å. The calculation puts the total energy at -150813.65772 eV. As for the LUMO energy (spin up / spin down): -0.1227 / -0.0652 hartree. The value obtained for the HOMO energy (spin up / spin down) is -0.3849 / -0.3884 hartree. Its expectation value of S² is 3.76. The net charge is 0.

Last column: Löwdin charge in e.
CARTESIAN COORDINATES (ANGSTROEM)
Cr  0.05  0.30  -0.19  1.147
N  -1.21  -0.95  -1.04  -0.339
S  -1.77  -1.10  -2.55  0.516
O  -2.95  -0.36  -2.83  -0.208
O  -1.51  -2.35  -3.20  -0.220
F  -0.67  -0.09  -3.16  -0.163
S  -2.23  -2.23  -0.50  0.572
O  -1.61  -3.49  -0.47  -0.215
O  -3.63  -2.14  -0.84  -0.222
F  -2.30  -1.80  1.03  -0.154
N  1.37  1.37  0.76  -0.324
S  1.09  2.87  1.71  0.632
O  0.77  3.94  0.79  -0.198
O  1.73  3.15  2.97  -0.216
F  -0.38  2.46  2.18  -0.167
S  2.91  1.54  1.11  0.478
O  3.28  0.97  2.37  -0.249
O  3.56  2.71  0.59  -0.206
F  3.40  0.34  0.15  -0.177
B  -0.76  3.14  -1.93  -1.215
F  0.52  3.65  -2.28  0.099
F  -1.43  2.98  -3.13  0.145
F  -0.56  1.90  -1.23  0.040
F  -1.34  4.07  -1.08  0.151
C  -5.44  0.69  0.10  -0.098
C  -5.40  2.07  0.77  -0.127
O  -4.12  2.12  1.34  0.095
C  -3.33  1.26  0.65  -0.504
O  -2.14  1.26  0.63  0.114
O  -4.07  0.51  -0.17  0.057
H  -6.07  0.71  -0.78  0.142
H  -5.84  -0.05  0.79  0.136
H  -6.19  2.14  1.52  0.131
H  -5.59  2.88  0.07  0.138
C  3.72  1.80  -4.23  -0.093
C  2.88  0.80  -5.04  -0.101
O  1.89  0.44  -4.13  0.089
C  2.27  0.76  -2.88  -0.513
O  1.60  0.56  -1.91  0.090
O  3.36  1.51  -2.89  0.113
H  3.52  2.86  -4.40  0.140
H  4.77  1.68  -4.50  0.129
H  3.57  0.00  -5.33  0.131
H  2.36  1.19  -5.91  0.142
C  -0.27  -1.54  4.99  -0.099
C  -0.40  -0.03  5.16  -0.081
O  -0.13  0.43  3.84  0.093
C  -0.30  -0.58  3.01  -0.511
O  -0.24  -0.46  1.82  0.059
O  -0.63  -1.72  3.63  0.114
H  -0.97  -2.00  5.69  0.138
H  0.73  -1.89  5.22  0.140
H  0.20  0.43  5.95  0.144
H  -1.42  0.29  5.42  0.140
C  2.18  -4.78  0.23  -0.118
C  3.48  -4.06  0.48  -0.079
O  3.14  -2.72  0.08  0.098
C  1.81  -2.64  -0.05  -0.509
O  1.27  -1.60  -0.33  0.088
O  1.19  -3.77  0.27  0.113
H  2.06  -5.62  0.91  0.138
H  2.15  -5.33  -0.72  0.140
H  4.38  -4.34  -0.07  0.139
H  3.69  -4.12  1.55  0.134


Among the records above, which one has the highest energy above the lowest of the compared OMol25 structures with the same formula, charge and spin? C12H16BBaF4O12